71
Properties=species:S:1:pos:R:3 method="wB97M-V/def2-TZVPD" charge=+4 energy_ev=-62072.7620
Zr -0.0249 0.0247 -0.6941
C 0.6485 1.8826 -3.5170
N 0.7626 0.4573 -3.1024
C 2.1015 -0.1314 -3.3896
C 2.5972 -0.8547 -2.1877
N 1.9083 -0.8824 -1.0393
C 2.6791 -1.6948 -0.1504
C 2.4455 -2.1299 1.1527
C 3.4006 -2.9512 1.7247
C 4.5582 -3.3358 1.0307
C 4.7895 -2.9224 -0.2657
C 3.8212 -2.1029 -0.8286
N 3.7167 -1.5462 -2.1112
C 0.1574 2.6960 -2.3706
N -0.0722 2.1530 -1.1649
C -0.5660 3.2228 -0.3494
C -1.0159 3.2575 0.9694
C -1.4493 4.4786 1.4530
C -1.4435 5.6354 0.6578
C -1.0120 5.6069 -0.6529
C -0.5817 4.3751 -1.1268
N -0.1187 3.9833 -2.3923
H -0.0266 1.9868 -4.3672
H 1.6145 2.2615 -3.8470
H 0.0916 -0.0603 -3.6654
H 2.8080 0.6520 -3.6609
H 2.0540 -0.8112 -4.2415
H 1.5467 -1.8708 1.6961
H 3.2517 -3.3215 2.7313
H 5.2785 -3.9793 1.5186
H 5.6758 -3.2272 -0.8089
H 4.3965 -1.6604 -2.8539
H -1.0446 2.3770 1.5945
H -1.8069 4.5497 2.4722
H -1.7916 6.5687 1.0813
H -1.0114 6.4964 -1.2716
H -0.0122 4.5998 -3.1897
S -5.6253 -3.5507 2.6915
N -5.5789 -2.0647 2.0912
C -4.4362 -1.9650 1.4304
C -3.9908 -0.8113 0.6831
C -4.7950 0.3140 0.4480
C -4.3260 1.3212 -0.3666
C -3.0482 1.2237 -0.8894
N -2.2417 0.1767 -0.6545
C -2.7305 -0.8607 0.0976
C -1.9333 -2.0770 0.1336
N -0.7637 -2.0691 -0.5808
C -0.1195 -3.2334 -0.7552
C -0.5600 -4.4258 -0.2065
C -1.6953 -4.4252 0.5741
C -2.4102 -3.2302 0.7474
C -3.6648 -3.1481 1.4606
N -4.2337 -4.1292 2.1435
H -5.7866 0.3521 0.8859
H -4.9357 2.1823 -0.6040
H -2.6552 2.0115 -1.5142
H 0.7802 -3.2083 -1.3504
H -0.0087 -5.3368 -0.3968
H -2.0717 -5.3342 1.0308
C 1.1589 -0.0940 3.9110
N 1.9144 0.7570 2.9752
C 1.6169 0.9745 1.7240
N 2.4041 1.7410 0.9601
O 0.5351 0.4294 1.1981
H 0.8313 0.5051 4.7571
H 1.8002 -0.8952 4.2705
H 0.2917 -0.5094 3.4098
H 2.7362 1.2118 3.3518
H 3.1984 2.2103 1.3721
H 2.0177 2.1749 0.1378